Entry 1:
Molecular formula: C73H79F2IN11O4Si
Method: DFT, ωB97M-V/def2-TZVPD

Values from the calculation:
largest force on an atom: 4.68 eV/A
electronic energy: -4518.53500 a.u.

Geometry as ORCA input:
```
! RIJCOSX wB97M-V def2-TZVPD def2/J DEFGRID3
* xyz 1 1
C -6.70656 -0.11452 -2.93705
Si -4.92363 0.66138 -2.88893
C -5.15257 2.46278 -2.26871
C -3.90573 -0.44519 -1.70227
C -2.46903 0.17661 -1.32113
C -1.71383 -0.74697 -0.24898
F -1.71428 -2.07539 -0.81678
F -0.35061 -0.38292 -0.13214
N -2.42417 -0.83818 1.07411
C -2.54780 0.15979 1.93759
N -3.24674 0.16167 3.20412
I -3.45240 -1.61185 4.15884
C -4.49542 0.96627 3.02470
C -4.12029 2.49153 2.59937
O -5.34630 2.97639 1.95657
C -3.87049 3.41593 3.86857
C -5.32454 3.98790 4.32703
O -5.61236 5.15908 4.00493
O -6.28479 3.22813 5.03740
C -2.97779 2.54138 1.44854
C -2.40036 4.01488 1.15800
C -2.18723 4.15598 -0.41768
O -3.13680 4.68532 -1.08073
C -0.93976 3.66062 -1.25312
C -1.24090 3.20926 -2.73227
C -0.16453 2.73532 -3.72932
C 1.31088 2.69199 -3.25853
C 1.61148 3.11140 -1.80211
C 0.53218 3.61206 -0.78460
N -1.96784 1.45224 1.52055
C -0.67441 1.75976 2.15331
C -0.64644 2.07257 3.72491
C -0.19312 3.56909 4.10125
C 0.93158 4.36532 3.40894
C 1.38488 5.80659 3.82264
C 0.66078 6.46675 5.03181
C -0.49510 5.68239 5.73388
C -0.92219 4.26543 5.29909
C -4.30624 0.69218 -4.69618
C -5.38863 0.91685 -5.81106
C -4.95781 1.00046 -7.29379
C -3.48486 0.88228 -7.74976
C -2.39320 0.62697 -6.68387
C -2.84320 0.54850 -5.17752
H -6.69829 -1.20714 -3.28755
H -7.07743 -0.05296 -1.84173
H -7.37628 0.56218 -3.56557
H -6.26430 2.72905 -2.44601
H -4.97265 2.59495 -1.14896
H -4.51754 3.13595 -2.93499
H -3.82586 -1.51372 -2.13473
H -4.50645 -0.54995 -0.72931
H -1.83084 0.10949 -2.28420
H -2.48548 1.27943 -1.03812
H -2.83987 -1.75639 1.28996
H -5.22497 0.92137 3.89791
H -5.05317 0.52208 2.11034
H -5.20922 3.88179 1.60112
H -3.22185 4.33631 3.72322
H -3.47711 2.86114 4.80609
H -5.84017 2.45438 5.44922
H -3.59033 2.30349 0.48815
H -3.25643 4.74622 1.42658
H -1.51685 4.32928 1.80482
H -2.32613 3.26666 -3.11236
H -0.51671 2.46458 -4.79179
H 2.09031 2.35314 -4.02082
H 2.71095 3.08390 -1.47640
H 0.81103 3.92299 0.27313
H -0.08581 2.61049 1.63883
H 0.00348 0.83172 2.00339
H 0.15311 1.38881 4.21067
H -1.60843 1.87019 4.29634
H 1.50378 3.88668 2.54063
H 2.22330 6.32744 3.23680
H 1.01067 7.50323 5.35931
H -0.98031 6.21432 6.62637
H -1.77236 3.75281 5.88308
H -6.47717 1.01796 -5.50173
H -5.75918 1.18393 -8.08636
H -3.12414 0.97021 -8.83744
H -1.28592 0.51902 -6.91982
H -2.00457 0.38751 -4.42685
N 3.38429 -4.10929 0.26950
C 3.13797 -5.34393 -0.19972
C 1.88610 -5.77855 -0.60545
C 0.82390 -4.89078 -0.51938
C 1.04970 -3.60966 -0.03663
C 2.33888 -3.26994 0.34038
H 3.99920 -6.00177 -0.24471
H 1.74584 -6.78502 -0.97849
H -0.17173 -5.19416 -0.82625
H 0.24453 -2.89248 0.04385
H 2.56695 -2.27880 0.72047
N 8.18759 -5.57420 -2.60211
C 8.23258 -6.70804 -3.32077
C 7.10951 -7.42068 -3.70769
C 5.86495 -6.93998 -3.32895
C 5.78933 -5.77174 -2.58425
C 6.97086 -5.13012 -2.25020
H 9.22861 -7.04513 -3.58987
H 7.20538 -8.32812 -4.28982
H 4.96208 -7.47052 -3.61166
H 4.83476 -5.36858 -2.27143
H 6.96341 -4.21146 -1.67210
N 2.71165 7.07187 0.95779
C 1.54087 6.71887 0.39634
C 0.99497 7.35060 -0.70898
C 1.69094 8.41147 -1.26954
C 2.89967 8.79824 -0.71005
C 3.36418 8.10101 0.39298
H 1.03201 5.88663 0.87233
H 0.04884 7.02179 -1.12116
H 1.29500 8.93191 -2.13467
H 3.46865 9.62222 -1.12183
H 4.30625 8.36402 0.86312
N 1.33985 -3.31581 -5.84597
C 1.35428 -3.71688 -4.56468
C 0.69161 -4.84203 -4.10112
C -0.03311 -5.59841 -5.01107
C -0.06656 -5.20583 -6.34145
C 0.63277 -4.06635 -6.70583
H 1.93162 -3.09151 -3.89100
H 0.74063 -5.11946 -3.05564
H -0.56656 -6.48551 -4.68670
H -0.62234 -5.77200 -7.07843
H 0.64009 -3.72088 -7.73467
N 7.40699 -7.30897 -6.95789
C 7.16833 -7.59022 -8.24922
C 7.89613 -7.05979 -9.30199
C 8.93056 -6.18311 -9.00898
C 9.19882 -5.87265 -7.68376
C 8.41589 -6.45823 -6.70180
H 6.34788 -8.27768 -8.42815
H 7.65999 -7.32492 -10.32501
H 9.52237 -5.74606 -9.80592
H 9.99828 -5.19185 -7.41925
H 8.58934 -6.24941 -5.65111
N 3.33766 -8.74767 0.12301
C 3.35285 -9.14526 1.40554
C 2.69182 -10.26985 1.87269
C 1.96781 -11.02964 0.96568
C 1.93309 -10.64116 -0.36574
C 2.63061 -9.50228 -0.73388
H 3.92963 -8.51734 2.07688
H 2.74155 -10.54434 2.91894
H 1.43586 -11.91627 1.29300
H 1.37762 -11.21034 -1.10065
H 2.63674 -9.16007 -1.76437
N 2.48204 2.48815 7.00074
C 2.94965 3.42508 6.15949
C 3.99167 4.28529 6.46544
C 4.58630 4.17764 7.71429
C 4.12180 3.21946 8.60409
C 3.07636 2.40419 8.20188
H 2.45032 3.47219 5.19761
H 4.32940 5.02098 5.74598
H 5.40407 4.83388 7.99169
H 4.56219 3.10814 9.58702
H 2.68065 1.63776 8.86070
N -5.35258 3.79529 9.33379
C -5.34172 4.46250 8.16896
C -6.40304 5.22136 7.70391
C -7.54790 5.29550 8.48366
C -7.58770 4.61439 9.69200
C -6.47157 3.88504 10.07013
H -4.42538 4.37144 7.59288
H -6.33656 5.74089 6.75580
H -8.40066 5.87836 8.15329
H -8.46497 4.64961 10.32575
H -6.45285 3.33841 11.00750
*
```


Entry 2:
Molecular formula: C74H124F6O43S2V
Method: DFT, ωB97M-V/def2-TZVPD

Values from the calculation:
largest force on an atom: 5.67 eV/A
electronic energy: -8469.10171 a.u.

Geometry as ORCA input:
```
! RIJCOSX wB97M-V def2-TZVPD def2/J DEFGRID3
* xyz 0 2
O 0.34115 5.98981 25.93386
V -0.33272 4.52308 26.03887
C 1.43989 0.50004 26.45529
F 0.09557 0.37513 26.53939
F 1.99445 0.94002 27.58240
F 1.89803 -0.68627 26.04058
S 1.84083 1.76935 25.05292
O 3.30633 1.93737 24.96375
O 1.26446 1.18950 23.83354
O 1.06243 2.94868 25.44901
C -3.56206 7.75002 25.24055
F -3.33085 8.54881 26.29068
F -4.66987 8.11573 24.63811
F -2.55737 7.90306 24.40473
S -3.63982 5.87349 25.70813
O -4.30443 5.20087 24.55287
O -2.23457 5.50503 25.87515
O -4.39598 5.76868 26.96011
O -6.80492 15.77421 27.51584
C -6.67982 15.08481 28.56524
O -6.52486 13.76262 28.61667
C -6.32675 12.98655 27.47968
C -7.68131 12.65089 26.76080
C -6.70679 15.66872 29.99809
H -5.81426 12.06534 27.75686
H -5.65104 13.44959 26.76058
H -7.50340 12.02126 25.88901
H -8.29293 13.53126 26.56338
H -8.32720 11.93919 27.27502
H -7.19665 15.08092 30.77440
H -7.35109 16.54785 29.98777
H -5.72591 16.02461 30.31321
O 2.74781 6.59427 19.17042
C 2.10422 7.65170 19.07967
O 2.10989 8.72145 19.92500
C 2.69428 8.64041 21.14570
C 1.83661 8.06000 22.26741
C 1.31723 7.91373 17.82186
H 3.06374 9.61890 21.45256
H 3.59861 8.03191 21.14842
H 2.41587 8.24084 23.17287
H 1.75731 6.97479 22.20316
H 0.82551 8.45767 22.35477
H 2.00551 7.87377 16.97761
H 0.75552 8.84569 17.88544
H 0.57984 7.11986 17.70296
O -0.78997 10.94492 27.13651
C -1.05900 12.09558 26.73848
O -0.53059 13.22739 27.28138
C 0.30022 13.02214 28.39586
C 0.88505 14.43123 28.65284
C -2.10972 12.41015 25.71404
H 1.07676 12.28303 28.19887
H -0.31448 12.79873 29.26783
H 0.15255 15.09560 29.11128
H 1.44765 14.90221 27.84677
H 1.69271 14.34192 29.37934
H -2.85289 13.09530 26.12190
H -2.60679 11.49363 25.39620
H -1.66383 12.93346 24.86821
O -9.48731 13.32164 22.30789
C -9.48003 12.57656 23.27974
O -8.66778 11.55578 23.49615
C -7.42045 11.42902 22.86726
C -6.64193 10.32918 23.54463
C -10.56779 12.74841 24.34802
H -6.77233 12.29774 22.75169
H -7.64203 11.15407 21.83605
H -5.70997 10.23418 22.98737
H -7.33067 9.48618 23.48911
H -6.40817 10.45952 24.60126
H -10.31753 12.06852 25.16240
H -11.56150 12.58541 23.93079
H -10.47714 13.78653 24.66767
O -11.69885 7.65453 27.54517
C -10.99246 8.43280 26.92370
O -10.14608 8.17350 25.90041
C -9.75483 6.83563 25.61564
C -8.52524 6.82137 24.67024
C -11.07799 9.89913 27.32820
H -10.58359 6.25574 25.20944
H -9.46819 6.39846 26.57209
H -7.84223 7.64884 24.86236
H -8.86518 6.88834 23.63678
H -8.04269 5.85154 24.79136
H -11.71081 10.11553 28.18890
H -11.48959 10.49547 26.51390
H -10.12868 10.36480 27.59287
O -7.92392 9.42989 28.66585
C -7.05036 8.61823 28.80205
O -6.02620 8.69942 29.58808
C -6.01064 9.74180 30.57128
C -6.76658 9.33078 31.86421
C -6.85989 7.48658 27.84726
H -6.38989 10.67673 30.15875
H -5.00908 10.10093 30.80796
H -7.59532 8.66128 31.63384
H -7.09793 10.24151 32.36309
H -6.15878 8.84384 32.62682
H -7.69395 6.81989 28.06628
H -5.97290 6.89454 28.07271
H -6.86526 7.73934 26.78698
O -4.74168 0.78833 21.13670
C -5.95300 0.96563 20.85650
O -6.46988 0.59466 19.67750
C -5.85987 -0.37722 18.78035
C -6.98417 -0.59142 17.68181
C -6.86008 1.64927 21.81454
H -5.61373 -1.28231 19.33562
H -4.98056 0.00898 18.26482
H -7.29229 0.38456 17.30681
H -7.89553 -1.15995 17.86700
H -6.58600 -1.26865 16.92621
H -7.11803 2.66844 21.52670
H -6.33175 1.55131 22.76289
H -7.77891 1.10118 22.02301
O -9.68157 3.82418 26.23075
C -9.01811 3.48714 27.17161
O -7.70527 3.20209 27.13579
C -6.93338 3.34724 25.95887
C -5.69380 2.43997 25.98120
C -9.62725 3.17239 28.49170
H -6.80807 4.42466 25.85134
H -7.52243 3.05220 25.09050
H -5.16558 2.40322 25.02845
H -5.93789 1.39318 26.16217
H -5.02503 2.86503 26.72964
H -9.13148 2.30383 28.92518
H -10.70904 3.08652 28.38933
H -9.40362 4.04702 29.10254
O -0.46824 10.04308 19.86163
C -1.29100 10.42255 20.66731
O -1.50106 9.84359 21.74602
C -2.35644 10.49764 22.64512
C -2.57284 11.84794 22.01769
C -2.20334 11.65434 20.58155
H -1.84124 10.60968 23.59912
H -3.23006 9.85114 22.72842
H -1.90990 12.54404 22.53155
H -3.60221 12.15160 22.20819
H -1.60467 12.48958 20.21814
H -3.07849 11.36583 19.99933
O 1.12283 4.29001 27.76145
C 1.71851 3.99811 28.80916
O 2.98924 3.82293 28.90299
C 3.39465 3.44788 30.22309
C 2.23208 3.90905 31.09784
C 1.02982 3.76181 30.16292
H 4.29562 3.99996 30.49058
H 3.51134 2.39289 30.47106
H 2.28990 4.96999 31.34106
H 1.97100 3.29334 31.95856
H 0.18483 4.42584 30.34499
H 0.63860 2.74535 30.11963
O 4.13272 10.75244 28.65221
C 3.68495 9.79179 27.98435
O 4.32987 9.34794 26.83303
C 3.86219 8.01335 26.46378
C 2.99960 7.56763 27.68102
C 2.48496 8.90399 28.33056
H 4.66648 7.29412 26.30914
H 3.25851 8.09038 25.55949
H 3.61986 7.04341 28.40805
H 2.20952 6.90661 27.32475
H 2.21922 8.89445 29.38763
H 1.65566 9.31546 27.75520
O -1.51914 3.01049 24.81930
C -1.99882 2.12154 24.14841
O -2.69666 1.08280 24.69978
C -2.92719 0.06432 23.71060
C -1.91944 0.41451 22.67168
C -1.83853 1.92580 22.68628
H -3.95626 0.19761 23.37690
H -2.73620 -0.97164 23.99063
H -2.31009 -0.00317 21.74376
H -0.94678 0.03920 22.98977
H -2.66821 2.49235 22.26347
H -0.93030 2.38585 22.29697
O -4.96338 9.12180 20.46260
C -5.40923 7.94712 20.44262
O -5.01680 7.13614 19.51746
C -5.48941 5.79714 19.74593
C -5.83917 5.85605 21.25057
C -6.31536 7.25491 21.44128
H -4.75897 4.99876 19.61498
H -6.36479 5.55333 19.14396
H -4.90552 5.63471 21.76769
H -6.53131 5.11364 21.64790
H -6.10019 7.65124 22.43361
H -7.35258 7.37240 21.12747
O 0.58420 14.75382 23.92126
C 1.23952 13.72983 24.17234
O 0.94552 12.54775 23.60754
C 1.88677 11.55879 23.96761
C 2.57514 12.11059 25.25490
C 2.53439 13.60885 24.99009
H 2.69508 11.28518 23.28947
H 1.52930 10.54726 24.16029
H 3.52052 11.59186 25.41387
H 1.89107 11.91469 26.08059
H 3.33483 13.95576 24.33660
H 2.51252 14.30939 25.82488
O -0.45262 5.17615 23.58808
C -0.56993 5.35977 22.34502
O 0.13081 4.71225 21.46461
C -0.33308 4.86245 20.12545
C -1.26768 6.11709 20.27186
C -1.66598 6.18075 21.70696
H -0.86289 3.95507 19.83549
H 0.50394 5.05052 19.45305
H -2.04942 6.09552 19.51257
H -0.84649 7.08025 19.98372
H -2.58739 5.66769 21.98241
H -1.72263 7.21881 22.03457
O -1.14259 2.80534 27.53458
C -1.73392 2.28825 28.47358
O -1.41902 1.02158 28.90821
C -2.33104 0.58674 29.90361
C -3.56578 1.47972 29.62293
C -2.89245 2.86096 29.22284
H -1.89531 0.89956 30.85249
H -2.66843 -0.44935 29.87570
H -4.13596 1.66241 30.53376
H -4.24328 1.06554 28.87623
H -2.55804 3.36295 30.13074
H -3.49659 3.50568 28.58453
O -0.96097 5.83947 28.37277
C -1.27828 6.58865 29.27164
O -0.76258 6.60009 30.47821
C -1.38231 7.49668 31.38810
C -1.94586 8.55314 30.44752
C -2.16940 7.76844 29.13743
H -0.66085 8.02170 32.01417
H -2.17421 6.97768 31.92813
H -1.16641 9.28814 30.24668
H -2.76587 9.07735 30.93832
H -1.87729 8.34352 28.25876
H -3.18804 7.39543 29.03095
O -6.75594 2.39069 31.11105
C -6.41673 3.59743 31.09291
O -6.32789 4.32518 32.21454
C -5.70847 5.63116 32.04091
C -5.12734 5.48454 30.58437
C -5.92140 4.38510 29.91224
H -4.86328 5.73980 32.72058
H -6.35516 6.49337 32.20363
H -4.05788 5.33460 30.73223
H -5.11039 6.39690 29.98821
H -5.42950 3.83491 29.11011
H -6.84476 4.79654 29.50455
*
```